16
Properties=species:S:1:pos:R:3:forces:R:3 method="wB97M-V/def2-TZVPD" smiles=C[C@@]12CC[C@@H]1C2 de_lowest_kcal_mol=35.7 charge=0
C 0.4622 0.0423 -0.0785 -0.411 -0.730 0.438
C -1.6937 -0.4694 -0.0337 -0.119 0.175 0.171
C -0.7355 0.3981 0.7741 -0.250 0.269 0.690
C -0.5094 -0.8986 -0.9131 2.236 1.227 -0.202
C -0.0908 1.4460 -0.0824 0.028 -0.104 -0.182
C 1.8815 -0.2670 0.3303 -0.118 -0.083 0.047
H 1.9673 -1.3061 0.6649 0.010 0.082 -0.017
H 0.4910 2.1886 0.4672 -0.036 -0.299 -0.190
H -2.0924 -1.3084 0.5489 0.109 0.157 -0.199
H -0.2642 -1.9592 -0.8251 0.040 0.208 -0.170
H 2.6019 -0.1229 -0.4868 -0.240 -0.006 0.066
H 2.2056 0.3749 1.1601 -0.126 -0.076 -0.151
H -0.7503 0.4808 1.8507 -0.094 0.180 0.116
H -2.5320 0.0578 -0.5028 0.172 -0.089 -0.002
H -0.3020 -0.4867 -1.9035 -1.217 -0.759 -0.551
H -0.6100 1.8528 -0.9524 0.017 -0.152 0.136

114
Properties=species:S:1:pos:R:3:forces:R:3 method="wB97M-V/def2-TZVPD" charge=-1
O -1.9383 -6.0636 -1.3410 0.309 -0.659 -0.496
O -5.5153 2.3278 -8.0775 0.348 0.050 0.600
O 5.3711 6.9892 7.1443 -0.363 0.006 -0.382
O -2.8844 2.5131 -3.4351 -0.403 0.001 -0.731
O 2.5020 5.5382 2.8816 0.333 0.386 0.620
O 3.5588 0.8098 4.1180 0.454 -5.922 -0.502
O 0.2707 -9.8566 -4.3810 -0.298 0.403 0.359
O 2.2574 -0.9512 5.1081 5.927 0.937 -4.732
N 4.3285 -1.8228 2.0761 1.290 1.131 -0.627
C -1.3290 2.2064 -8.1782 -0.374 0.018 0.115
C 2.6569 -6.6071 -3.2341 -0.340 -0.271 -0.058
C -7.0403 2.6809 -5.7624 -0.209 0.034 0.277
C -0.2271 -9.0001 -3.6608 0.663 -0.887 -0.800
C -1.3467 2.3922 -5.7678 0.192 -0.020 -0.275
C -1.4212 -6.9485 -2.0132 -0.572 1.257 0.921
C 3.1429 8.5571 6.5137 -0.306 0.218 -0.109
C -3.6820 -10.4039 -3.1034 0.351 0.130 -0.065
C 1.9062 -7.7195 -3.6201 0.198 0.260 0.081
C 0.7317 -5.7047 -2.0851 0.249 0.032 -0.071
C -3.4346 2.3414 -6.9881 0.552 -0.048 -0.323
C 2.0679 -5.5973 -2.4737 -0.306 -0.108 0.033
C -2.7475 2.4100 -5.7771 0.598 -0.010 -0.368
C -1.3616 3.8124 0.7803 -0.050 -0.747 -0.670
C 3.1414 5.8549 3.8781 -0.600 -0.770 -1.283
C 6.1419 4.6473 5.8258 0.034 -0.224 -0.125
C 2.5966 -2.2044 0.2560 0.266 0.125 0.200
C 0.1113 -1.5912 2.0110 0.071 -1.155 0.006
C -1.1882 -1.3898 2.9884 1.045 0.851 0.617
C 1.6820 7.8352 4.2465 -0.081 0.280 0.202
C 0.5631 -7.8273 -3.2362 0.548 0.257 -0.003
C -0.6404 2.2952 -6.9687 -0.303 0.018 0.275
C -2.3809 2.5188 0.6234 1.165 -0.554 -0.216
C 2.7812 7.0633 4.6457 -0.431 0.615 0.140
C 4.2781 5.0282 4.3302 0.302 -0.554 -0.156
C -1.7445 1.2125 1.4131 -0.540 0.726 0.226
C 2.0384 9.3168 6.1224 0.312 -0.282 0.019
C -3.5000 -8.3104 -1.9097 -0.211 -0.267 -0.073
C 0.2026 -3.0991 1.3122 0.611 1.194 0.030
C 3.4132 -1.0936 1.2047 -0.909 -0.051 -2.989
C -4.9095 2.4011 -7.0146 -0.727 -0.081 -1.258
C -2.3752 -10.2535 -3.5694 -0.315 -0.038 0.125
C -2.7244 2.2295 -8.1908 0.329 0.008 0.002
C 5.0445 5.4213 5.4266 0.366 -0.302 0.098
C -0.0192 -6.8270 -2.4592 0.556 0.353 -0.002
C 6.4532 3.4721 5.1406 -0.244 0.361 0.008
C 4.6962 6.6413 6.1832 0.943 -0.027 0.926
C -1.0348 0.0847 3.7631 0.085 -0.181 -0.007
C 4.3464 -1.6203 3.5273 1.052 -0.906 2.727
C 1.8427 -3.3721 1.1256 -1.493 -0.594 -0.372
C -2.1910 -8.1534 -2.3814 -0.545 -0.423 0.011
C 5.6718 3.0661 4.0592 -0.083 0.213 -0.059
C 3.3975 -0.5180 4.2334 -5.032 3.442 3.553
C 4.5886 3.8450 3.6489 0.184 -0.093 0.020
C 3.5186 7.4305 5.7704 -0.502 0.563 0.078
C -5.6725 2.6922 -3.3284 -0.294 0.039 0.004
C -5.6457 2.5574 -5.7444 -0.519 0.088 0.323
C -7.7457 2.8121 -4.5652 0.299 -0.050 -0.260
C -4.9611 2.5781 -4.5299 -0.588 0.053 0.304
C -3.4863 2.4985 -4.5017 0.765 0.011 1.403
C -4.2408 -9.4382 -2.2666 0.293 0.265 0.019
C 1.3134 8.9602 4.9856 0.191 -0.317 -0.122
C -1.6238 -9.1309 -3.1979 -0.577 -0.324 0.030
C -1.9551 1.2614 3.0494 0.588 -0.782 0.325
C -7.0631 2.8081 -3.3491 0.349 -0.028 -0.113
H 1.9284 -4.4220 0.5642 0.130 2.170 1.267
H 6.7530 4.9551 6.6725 -0.276 0.061 -0.167
H 5.3095 -1.7388 1.6762 -1.977 -0.062 0.933
H -0.7792 2.1235 -9.1132 -0.120 0.013 0.167
H 5.4680 -1.3672 3.8540 -2.374 -0.302 -0.570
H -0.3065 -3.8954 2.0023 1.110 1.381 -1.284
H 2.2692 -3.4629 2.2116 -0.526 0.180 -2.180
H 5.9068 2.1435 3.5331 -0.232 0.175 0.157
H -3.4733 2.7321 0.9844 2.048 -0.309 -0.691
H -1.1082 -2.2085 3.8368 -0.344 1.493 -1.908
H 4.1251 -2.6664 4.0606 0.185 2.344 -0.982
H -5.1459 2.6954 -2.3757 0.043 -0.007 -0.311
H 3.7055 8.8441 7.4006 -0.013 -0.221 -0.261
H 4.0457 -0.4551 0.4183 -1.409 -1.090 1.626
H -8.8285 2.9153 -4.5819 0.199 -0.030 -0.016
H -0.8014 2.4579 -4.8276 -0.303 -0.031 -0.140
H -0.5736 1.2275 1.2333 -2.501 -0.238 0.198
H -0.3660 -3.0850 0.2683 1.216 -0.143 2.102
H -5.2549 -9.5618 -1.8932 0.187 0.046 -0.064
H -0.2546 3.3668 0.7951 -2.402 1.164 0.225
H -3.2551 2.1647 -9.1392 -0.029 0.037 0.333
H -2.2565 0.2556 0.9292 1.337 1.861 1.222
H -2.3837 2.2202 -0.5287 -0.213 0.750 2.411
H -1.9437 -11.0141 -4.2177 0.059 0.279 0.167
H 1.8345 -1.5784 -0.4172 1.564 -1.586 1.240
H -1.5943 2.2862 3.4901 -0.750 -1.801 -1.000
H 3.7011 -6.5279 -3.5288 -0.200 -0.031 0.048
H 2.5992 -0.3899 1.6247 1.766 -1.234 0.037
H 7.3030 2.8698 5.4546 -0.169 0.107 -0.033
H 0.1077 0.3906 3.7528 -2.303 -0.648 0.005
H 1.0760 -1.5237 2.7110 -2.216 0.193 -1.437
H 0.2800 -4.9147 -1.4874 -0.017 -0.270 -0.094
H -4.2626 -11.2784 -3.3890 0.123 0.152 0.042
H -3.9446 -7.5580 -1.2604 0.274 -0.076 -0.184
H 2.3728 -8.5020 -4.2165 -0.286 0.112 0.139
H -1.5851 4.4618 1.7440 0.602 -1.344 -2.146
H 0.4474 2.2868 -6.9596 -0.212 -0.004 0.030
H -7.6136 2.9012 -2.4155 0.131 -0.022 -0.163
H 1.7453 10.1882 6.7039 0.069 -0.158 -0.090
H -3.0706 1.0879 3.3920 2.045 0.428 -0.985
H -7.5804 2.6796 -6.7078 0.297 -0.039 0.150
H 2.6504 -4.7271 -2.1789 -0.148 -0.139 -0.002
H 0.4573 9.5560 4.6764 0.146 -0.122 0.043
H -1.3120 -0.0423 4.9140 0.442 0.367 -2.517
H 3.4107 -2.7491 -0.4169 -1.711 1.256 1.216
H 3.9861 3.5245 2.8006 0.058 0.123 0.318
H 1.1083 7.5602 3.3630 0.256 -0.108 0.203
H -1.4388 4.4280 -0.2229 0.085 -0.844 2.252
H 0.1678 -0.8265 1.1079 -0.145 -1.340 2.182
H -2.2115 -1.4329 2.4217 1.900 -0.143 1.079

| no. | E_HOMO (eV) |
| --- | --- |
| 1 | -9.209 |
| 2 | -4.343 |